Run one
Entry from the Open Molecules 2025 dataset: one molecule with the formula C18H16ClN3O2 (wB97M-V/def2-TZVPD).

```
40
C18H16ClN3O2, DFT wB97M-V/def2-TZVPD
C 2.047 2.376 2.580
C 0.905 1.548 2.066
C -0.381 2.149 1.810
C -1.228 1.107 1.456
C -2.694 1.308 1.010
C -2.759 1.324 -0.493
C -1.989 2.345 -1.214
C -2.147 2.530 -2.584
C -3.140 1.644 -3.249
O -3.511 1.802 -4.403
N -3.721 0.609 -2.518
N -3.539 0.458 -1.151
N -0.516 -0.098 1.455
C -1.105 -1.418 1.256
C 0.803 0.173 1.901
C 1.873 -0.770 2.219
O 1.776 -1.392 3.258
C 3.199 -0.749 1.535
C 3.357 -0.265 0.245
C 4.576 -0.359 -0.442
C 5.682 -0.916 0.181
Cl 7.258 -1.000 -0.556
C 5.542 -1.367 1.501
C 4.329 -1.295 2.159
H 2.244 3.240 1.948
H 1.855 2.739 3.599
H 2.956 1.775 2.610
H -0.637 3.213 1.859
H -3.272 0.470 1.426
H -3.055 2.260 1.434
H -1.345 3.031 -0.655
H -1.634 3.270 -3.155
H -4.487 0.138 -2.987
H -0.443 -2.197 1.606
H -2.060 -1.477 1.769
H -1.288 -1.656 0.198
H 2.512 0.160 -0.253
H 4.630 0.081 -1.433
H 6.311 -1.840 2.021
H 4.265 -1.781 3.154
```

Its charge is 0. The value obtained for the LUMO energy is -0.23 eV. As for the structure (SMILES): Cc1cc(Cc2ccc(=O)[nH]n2)n(C)c1C(=O)c1ccc(Cl)cc1.

Mulliken population analysis, charges in e, atoms 1 to 8: atom 1 (C): -1.545, atom 2 (C): 1.547, atom 3 (C): -0.830, atom 4 (C): 0.076, atom 5 (C): -1.190, atom 6 (C): 0.880, atom 7 (C): -0.146, atom 8 (C): -0.635

Run two
Entry from the Open Molecules 2025 dataset: one molecule with the formula C18H16ClN3O2 (wB97M-V/def2-TZVPD).

```
40
C18H16ClN3O2, DFT wB97M-V/def2-TZVPD
C 0.086 2.325 2.136
C -0.368 0.924 2.318
O -0.135 0.328 3.498
N -0.605 -0.940 3.464
C -1.133 -1.137 2.283
C -1.729 -2.414 1.908
C -1.070 -3.599 2.220
C -1.615 -4.814 1.853
C -2.825 -4.860 1.179
C -3.494 -3.685 0.882
C -2.950 -2.465 1.242
C -1.014 0.044 1.489
C -1.391 0.239 0.057
N -0.230 0.650 -0.718
C 0.752 -0.262 -0.954
O 0.751 -1.386 -0.504
N 1.783 0.155 -1.783
C 2.153 1.417 -2.227
C 2.888 1.525 -3.410
C 3.282 2.762 -3.879
C 2.960 3.920 -3.189
C 2.255 3.806 -2.003
Cl 1.865 5.227 -1.095
C 1.857 2.576 -1.510
H -0.495 2.811 1.358
H -0.027 2.869 3.071
H 1.141 2.347 1.861
H -0.128 -3.548 2.743
H -1.096 -5.731 2.092
H -3.249 -5.811 0.890
H -4.444 -3.718 0.368
H -3.490 -1.552 1.033
H -2.153 1.016 -0.042
H -1.781 -0.708 -0.333
H -0.324 1.433 -1.343
H 2.364 -0.612 -2.091
H 3.146 0.630 -3.956
H 3.846 2.831 -4.796
H 3.260 4.888 -3.556
H 1.355 2.520 -0.558
```

Its charge is 0. The value obtained for the LUMO energy is 0.52 eV. As for the structure (SMILES): Cc1onc(-c2ccccc2)c1CNC(=O)Nc1cccc(Cl)c1.

Mulliken population analysis, charges in e, atoms 1 to 8: atom 1 (C): -1.435, atom 2 (C): 0.420, atom 3 (O): -0.186, atom 4 (N): -0.749, atom 5 (C): 0.404, atom 6 (C): 0.519, atom 7 (C): -0.537, atom 8 (C): -0.600

Consider the structures shown above. The least stable of them is run one.